Computed, not measured: a 12-piece molecular cluster, C47H66NO38P overall at a distorted geometry, with ωB97M-V/def2-TZVPD.

Geometry as XYZ:
```
153
Properties=species:S:1:pos:R:3:forces:R:3:lowdin_charge:R:1
C 3.301778 -3.329498 -0.049946 -1.3 1.1 -0.3 -0.053
C 3.068859 -2.216577 0.953844 0.4 0.5 0.0 -0.336
C 1.977717 -2.351897 1.992978 0.6 -0.7 0.3 -0.055
C 3.831541 -1.096861 0.861723 -0.2 -0.2 -0.4 -0.086
C 4.011385 -0.263256 -0.411953 1.2 -1.1 0.7 -0.177
C 3.808429 1.209312 -0.009277 0.4 -0.1 -0.5 -0.179
C 2.974539 2.088827 -0.947114 0.1 0.3 0.3 -0.342
C 2.752809 3.463923 -0.267165 0.2 -0.5 -0.2 -0.044
C 1.658482 1.477898 -1.438628 0.2 0.2 0.4 -0.131
C 0.883467 0.702074 -0.361358 -0.1 -0.4 -0.1 -0.093
C -0.107972 -0.157293 -1.047227 -0.2 -0.2 0.2 -0.072
C -1.449376 -0.115273 -1.048574 0.5 0.6 -0.1 -0.088
P -2.545336 0.997072 -0.166390 -2.9 -1.7 1.0 0.502
N -3.804650 0.212834 0.320826 0.7 -0.2 -0.3 -0.140
O -3.033122 2.200314 -1.110276 1.5 0.2 -0.1 -0.132
O -1.844460 1.669434 1.076359 0.4 0.7 -0.7 -0.117
C -1.940121 -1.195977 -1.972007 -0.7 0.6 0.1 -0.393
O -2.993633 -1.755622 -2.067147 1.2 0.6 -0.2 0.169
O -0.834936 -1.482280 -2.780487 -0.1 -1.8 0.0 0.112
C 0.269945 -1.302281 -1.970223 0.8 0.7 0.2 -0.350
O 1.275360 -1.950512 -2.029810 -1.0 0.5 -0.4 0.171
H 2.484001 -4.048008 -0.002484 0.1 -0.3 -0.1 0.066
H 4.260402 -3.780552 0.175067 0.0 -0.3 0.0 0.083
H 3.322243 -2.891632 -1.049321 0.2 -0.2 -0.2 0.053
H 1.426219 -3.272530 1.799777 0.0 -0.1 0.2 0.068
H 1.270495 -1.530579 1.896895 0.0 0.1 0.0 0.060
H 2.325387 -2.376402 3.025612 0.1 0.0 0.1 0.077
H 4.361609 -0.706514 1.727476 -1.1 0.7 0.5 0.115
H 3.317840 -0.623825 -1.166408 -0.1 0.1 -0.1 0.080
H 5.027779 -0.423172 -0.786618 0.0 0.3 -0.4 0.108
H 3.452952 1.267427 1.020223 -0.3 -0.1 0.0 0.108
H 4.799269 1.660657 0.009659 0.0 0.2 0.2 0.104
H 3.582216 2.284018 -1.825509 0.0 -0.1 -0.2 0.107
H 1.696032 3.671854 -0.106800 0.0 0.1 0.2 0.079
H 3.300365 3.465463 0.671092 -0.2 0.2 0.2 0.054
H 3.196298 4.239385 -0.874949 -0.2 0.3 -0.1 0.058
H 1.843057 0.834591 -2.296726 0.0 0.0 -0.1 0.093
H 1.029422 2.308952 -1.758108 -0.1 -0.1 -0.4 0.124
H 0.370494 1.354325 0.338041 0.0 0.1 0.1 0.114
H 1.532622 0.045490 0.222518 0.2 0.0 -0.1 0.111
H -3.740808 -0.765487 0.063474 -0.4 -0.1 0.1 -0.028
H -3.185766 1.859815 -1.999367 -0.3 0.1 -0.1 0.087
H -2.487061 1.557678 1.799768 0.2 -0.1 0.3 0.068
O 3.339089 2.524969 -4.186152 -0.1 0.1 -0.1 0.173
C 3.497346 1.490779 -4.742312 0.1 -0.1 0.0 -0.558
O 2.626756 0.446963 -4.692016 0.1 0.0 -0.1 0.040
C 3.046112 -0.529613 -5.648538 0.0 -0.2 -0.1 -0.115
C 4.521147 -0.221092 -5.798510 0.1 -0.2 0.0 -0.112
O 4.570977 1.177887 -5.504609 -0.1 -0.1 0.0 0.068
H 2.853181 -1.533724 -5.278870 -0.1 0.1 0.2 0.127
H 2.490215 -0.375847 -6.575455 0.0 0.0 0.0 0.132
H 5.136050 -0.754994 -5.072148 0.0 0.0 0.0 0.136
H 4.900461 -0.415609 -6.798076 0.0 0.2 0.0 0.132
O 5.664990 3.913969 -0.766415 0.1 0.0 0.0 0.161
C 5.876460 5.070642 -0.945095 0.2 0.0 0.0 -0.559
O 7.110276 5.614145 -1.046475 -0.1 0.0 0.0 0.070
C 6.970459 6.971312 -1.482311 0.1 0.1 -0.1 -0.106
C 5.562398 7.303322 -1.041065 0.0 0.3 0.0 -0.106
O 4.921924 6.021131 -1.071496 0.0 0.0 0.0 0.049
H 7.723675 7.602453 -1.018914 0.0 -0.2 0.1 0.135
H 7.091170 7.006503 -2.566823 0.0 -0.1 0.0 0.131
H 5.526733 7.686773 -0.023087 0.0 0.0 0.0 0.113
H 5.057551 8.000424 -1.705084 -0.1 -0.2 -0.1 0.134
O -1.249399 1.304799 4.284926 0.0 0.1 -0.1 0.167
C -2.218665 0.690739 4.589045 0.0 0.0 0.0 -0.570
O -3.434561 0.825603 3.991761 0.2 -0.1 0.1 0.037
C -4.271411 -0.238294 4.461046 -0.3 -0.1 -0.1 -0.113
C -3.631789 -0.592017 5.786913 -0.1 -0.1 0.1 -0.114
O -2.263504 -0.236061 5.570180 -0.1 0.0 -0.1 0.068
H -5.298634 0.101611 4.558815 0.1 0.2 -0.1 0.134
H -4.233141 -1.056813 3.741133 0.0 0.0 0.0 0.133
H -4.023890 0.003061 6.613492 0.0 0.0 0.0 0.133
H -3.716532 -1.646378 6.035519 0.2 0.0 0.0 0.133
O 4.159105 -4.073423 3.146918 0.2 0.0 0.0 0.144
C 3.705442 -5.150427 3.375638 0.0 0.0 0.0 -0.574
O 4.140136 -6.301814 2.818209 -0.1 0.0 0.1 0.063
C 3.501731 -7.397418 3.501237 0.1 -0.1 0.0 -0.097
C 2.257590 -6.748024 4.062353 0.2 0.1 -0.1 -0.109
O 2.682035 -5.379998 4.225356 0.0 -0.1 -0.1 0.062
H 3.288584 -8.208616 2.814715 0.1 0.2 0.0 0.098
H 4.167525 -7.758714 4.288224 0.0 0.1 0.0 0.136
H 1.418184 -6.776205 3.367651 0.0 0.0 0.0 0.122
H 1.949895 -7.169031 5.002585 0.0 0.2 0.2 0.104
O 2.013834 -9.670174 2.105799 -0.1 -0.2 0.0 0.147
C 1.038684 -9.345157 1.504548 0.0 0.0 -0.2 -0.560
O 0.001880 -8.658352 2.040120 0.0 0.0 0.0 0.045
C -0.847894 -8.235858 0.965904 -0.1 0.1 -0.1 -0.102
C -0.524344 -9.242143 -0.115202 -0.3 0.1 -0.2 -0.105
O 0.826992 -9.600140 0.199161 -0.1 0.0 0.1 0.081
H -1.890984 -8.251101 1.270068 0.1 -0.1 0.2 0.134
H -0.573936 -7.216553 0.685395 0.0 0.0 0.0 0.133
H -1.150655 -10.134306 -0.052522 0.0 0.0 0.1 0.135
H -0.589903 -8.826609 -1.115860 0.2 -0.1 0.0 0.101
O 0.006845 -8.072248 -3.079934 -0.1 0.0 0.0 0.149
C 0.171346 -6.905234 -3.244220 0.1 0.1 -0.1 -0.564
O 1.374658 -6.327876 -3.449400 -0.1 0.0 0.0 0.072
C 1.156783 -4.966778 -3.836323 0.1 0.2 -0.1 -0.110
C -0.208372 -4.680945 -3.253984 0.0 0.2 0.0 -0.116
O -0.816205 -5.981343 -3.250785 0.1 0.0 0.0 0.068
H 1.933245 -4.321116 -3.434716 0.0 -0.1 0.1 0.122
H 1.167043 -4.907900 -4.926852 0.0 0.0 0.0 0.134
H -0.151092 -4.314438 -2.228461 0.0 0.0 0.0 0.125
H -0.789813 -3.983705 -3.849112 -0.2 -0.1 0.0 0.129
O 0.273490 -8.465678 5.149482 -0.3 -0.1 0.2 0.156
C -0.027376 -9.582314 5.416265 0.0 0.0 -0.1 -0.552
O 0.856380 -10.577211 5.654559 -0.1 0.0 0.0 0.069
C 0.135867 -11.705182 6.156954 0.0 -0.2 0.1 -0.114
C -1.257793 -11.461291 5.617372 -0.1 -0.2 0.0 -0.116
O -1.300304 -10.034473 5.518295 0.1 -0.1 0.0 0.064
H 0.578903 -12.631131 5.800610 0.1 0.1 -0.1 0.133
H 0.171137 -11.688101 7.247676 0.0 0.0 0.0 0.133
H -1.401028 -11.887278 4.622768 0.0 0.0 0.0 0.132
H -2.042844 -11.822636 6.276214 0.0 0.2 0.0 0.131
O -5.678141 7.454183 0.643555 0.0 0.1 0.0 0.137
C -5.645067 6.451313 -0.002667 0.1 -0.1 0.1 -0.591
O -6.581652 5.485968 0.050470 -0.1 -0.1 0.0 0.061
C -6.344774 4.561460 -1.033442 0.1 -0.1 0.2 -0.094
C -4.865064 4.768934 -1.281985 0.0 -0.1 0.1 -0.108
O -4.671550 6.136796 -0.876669 -0.1 -0.1 0.0 0.074
H -6.583761 3.544839 -0.731254 0.0 0.1 0.2 0.138
H -6.973416 4.837604 -1.869010 0.0 0.1 -0.1 0.107
H -4.245996 4.128712 -0.659078 0.0 0.1 0.1 0.108
H -4.584974 4.636152 -2.316905 0.0 0.2 -0.1 0.106
O 7.172668 7.455635 2.637808 0.1 0.1 -0.1 0.165
C 6.184300 6.839189 2.866414 0.0 0.0 0.0 -0.572
O 5.031347 6.961273 2.162298 -0.1 -0.1 0.1 0.035
C 4.148202 5.904952 2.565478 -0.2 -0.1 0.0 -0.101
C 4.664381 5.570908 3.948865 -0.1 -0.1 0.1 -0.104
O 6.049340 5.926027 3.851938 -0.1 0.0 0.0 0.070
H 3.116457 6.245799 2.561219 0.1 0.2 -0.1 0.138
H 4.252252 5.075116 1.866234 0.1 0.0 0.0 0.113
H 4.199915 6.177645 4.728026 0.0 0.0 0.0 0.133
H 4.556389 4.520240 4.203446 0.2 0.0 0.0 0.135
O -6.307114 4.287057 -3.894811 0.0 -0.1 -0.3 0.155
C -5.750113 4.380266 -4.941567 -0.1 0.0 0.0 -0.550
O -6.363089 4.575168 -6.125883 0.1 0.0 0.0 0.076
C -5.360216 4.867817 -7.106048 0.1 0.1 -0.2 -0.108
C -4.125473 4.234051 -6.500412 0.1 0.0 -0.2 -0.111
O -4.407138 4.305860 -5.097519 0.0 0.0 0.0 0.057
H -5.632058 4.444712 -8.068911 -0.2 -0.1 0.1 0.134
H -5.270751 5.950617 -7.203411 0.0 0.0 0.0 0.135
H -4.011665 3.186117 -6.782436 0.0 0.0 0.0 0.133
H -3.208608 4.767735 -6.734484 0.0 0.1 0.2 0.134
O -11.712032 9.604323 -0.417626 -0.1 0.0 0.0 0.160
C -10.544779 9.498579 -0.230450 0.0 0.0 0.0 -0.577
O -9.776024 10.432413 0.381912 0.0 -0.1 0.0 0.056
C -8.485523 9.858114 0.627604 0.1 0.0 0.1 -0.111
C -8.416114 8.766211 -0.414171 0.1 -0.1 -0.1 -0.113
O -9.798406 8.430603 -0.597661 0.0 0.1 0.0 0.062
H -7.705762 10.606228 0.517134 -0.1 0.1 0.0 0.132
H -8.460228 9.464746 1.644749 0.0 0.0 0.0 0.136
H -8.012287 9.120566 -1.365177 0.0 0.0 0.0 0.137
H -7.849455 7.905059 -0.083120 -0.2 -0.1 0.0 0.099
```
Forces are in eV/Å.

As for the structure (SMILES): CC(C)=CCC[C@H](C)CCC1=C(P(=N)(O)O)C(=O)OC1=O.O=C1OCCO1.O=C1OCCO1.O=C1OCCO1.O=C1OCCO1.O=C1OCCO1.O=C1OCCO1.O=C1OCCO1.O=C1OCCO1.O=C1OCCO1.O=C1OCCO1.O=C1OCCO1. The calculation puts the lowest unoccupied orbital energy at -1.28 eV. For the strongest force on any atom, the calculation gives 0.068 Eh/bohr. The multiplicity is 1. Its calculated total energy is -138393.60400 eV.